A 14-piece molecular cluster, C78H194N14O2 overall in a non-equilibrium geometry, computed with wB97M-V/def2-TZVPD.

As for the net charge: 0. The calculation puts the HOMO-LUMO gap at 8.37 eV. The value obtained for the total energy is -108983.89702 eV.

Each atom is followed by the atoms it is bonded to, with distances in Å.
CARTESIAN COORDINATES (ANGSTROEM)
1 C -6.842 1.883 -5.021  C2 1.519, H8 1.090, H9 1.090, H10 1.090
2 C -7.237 1.988 -3.557  C1 1.519, N3 1.478, H11 1.090, H12 1.090
3 N -6.295 2.806 -2.764  C2 1.478, C4 1.501, C6 1.472
4 C -6.890 3.204 -1.445  N3 1.501, C5 1.584, H13 1.090, H14 1.090
5 C -8.053 4.267 -1.608  C4 1.584, H15 1.090, H16 1.090, H17 1.090
6 C -5.068 2.008 -2.610  N3 1.472, C7 1.522, H18 1.090, H19 1.090
7 C -3.936 2.923 -2.165  C6 1.522, H20 1.090, H21 1.090, H22 1.090
8 H -7.745 1.927 -5.629  C1 1.090
9 H -6.235 0.992 -5.180  C1 1.090
10 H -6.338 2.798 -5.333  C1 1.090
11 H -8.131 2.612 -3.584  C2 1.090
12 H -7.621 1.073 -3.107  C2 1.090
13 H -7.193 2.306 -0.906  C4 1.090
14 H -6.080 3.641 -0.861  C4 1.090
15 H -8.960 3.876 -2.069  C5 1.090
16 H -8.424 4.751 -0.704  C5 1.090
17 H -7.692 5.078 -2.240  C5 1.090
18 H -4.727 1.564 -3.545  C6 1.090
19 H -5.306 1.146 -1.986  C6 1.090
20 H -3.555 3.717 -2.807  C7 1.090
21 H -3.004 2.389 -1.980  C7 1.090
22 H -4.138 3.538 -1.288  C7 1.090
23 C 3.251 2.119 -2.855  C24 1.490, H30 1.090, H31 1.090, H32 1.090
24 C 4.286 1.452 -2.017  C23 1.490, N25 1.498, H33 1.090, H34 1.090
25 N 4.248 1.875 -0.581  C24 1.498, C26 1.447, C28 1.481
26 C 4.162 3.310 -0.408  N25 1.447, C27 1.579, H35 1.090, H36 1.090
27 C 4.089 3.613 1.139  C26 1.579, H37 1.090, H38 1.090, H39 1.090
28 C 5.374 1.295 0.188  N25 1.481, C29 1.573, H40 1.090, H41 1.090
29 C 5.646 -0.236 -0.050  C28 1.573, H42 1.090, H43 1.090, H44 1.090
30 H 3.442 3.154 -3.137  C23 1.090
31 H 2.336 2.071 -2.263  C23 1.090
32 H 3.082 1.614 -3.806  C23 1.090
33 H 4.028 0.393 -1.978  C24 1.090
34 H 5.269 1.435 -2.489  C24 1.090
35 H 5.030 3.765 -0.885  C26 1.090
36 H 3.264 3.741 -0.852  C26 1.090
37 H 5.045 3.372 1.604  C27 1.090
38 H 3.855 4.658 1.340  C27 1.090
39 H 3.233 3.042 1.498  C27 1.090
40 H 5.098 1.345 1.241  C28 1.090
41 H 6.281 1.881 0.040  C28 1.090
42 H 5.892 -0.485 -1.083  C29 1.090
43 H 4.739 -0.808 0.143  C29 1.090
44 H 6.235 -0.714 0.733  C29 1.090
45 C 2.954 -3.639 -0.166  C46 1.549, H52 1.090, H53 1.090, H54 1.090
46 C 1.898 -2.590 0.263  C45 1.549, N47 1.413, H55 1.090, H56 1.090
47 N 0.945 -3.154 1.140  C46 1.413, C48 1.477, C50 1.472
48 C -0.016 -4.127 0.581  N47 1.477, C49 1.483, H57 1.090, H58 1.090
49 C -0.620 -3.681 -0.698  C48 1.483, H59 1.090, H60 1.090, H61 1.090
50 C 1.466 -3.467 2.480  N47 1.472, C51 1.532, H62 1.090, H63 1.090
51 C 0.439 -3.365 3.612  C50 1.532, H64 1.090, H65 1.090, H66 1.090
52 H 2.511 -4.435 -0.764  C45 1.090
53 H 3.470 -4.095 0.679  C45 1.090
54 H 3.736 -3.109 -0.711  C45 1.090
55 H 2.395 -1.732 0.716  C46 1.090
56 H 1.443 -2.204 -0.649  C46 1.090
57 H 0.461 -5.104 0.500  C48 1.090
58 H -0.822 -4.212 1.309  C48 1.090
59 H -1.106 -2.744 -0.423  C49 1.090
60 H 0.165 -3.591 -1.449  C49 1.090
61 H -1.369 -4.376 -1.075  C49 1.090
62 H 2.317 -2.818 2.686  C50 1.090
63 H 1.820 -4.496 2.535  C50 1.090
64 H 0.061 -2.348 3.711  C51 1.090
65 H 0.885 -3.618 4.573  C51 1.090
66 H -0.440 -3.993 3.459  C51 1.090
67 C 4.870 -5.558 5.396  C68 1.534, H74 1.090, H75 1.090, H76 1.090
68 C 5.721 -4.418 5.970  C67 1.534, N69 1.455, H77 1.090, H78 1.090
69 N 5.058 -3.129 5.844  C68 1.455, C70 1.460, C72 1.467
70 C 4.985 -2.740 4.439  N69 1.460, C71 1.561, H79 1.090, H80 1.090
71 C 4.428 -1.309 4.162  C70 1.561, H81 1.090, H82 1.090, H83 1.090
72 C 3.820 -3.061 6.629  N69 1.467, C73 1.530, H84 1.090, H85 1.090
73 C 3.987 -3.533 8.075  C72 1.530, H86 1.090, H87 1.090, H88 1.090
74 H 4.005 -5.685 6.047  C67 1.090
75 H 5.503 -6.444 5.359  C67 1.090
76 H 4.639 -5.425 4.339  C67 1.090
77 H 6.101 -4.602 6.975  C68 1.090
78 H 6.673 -4.334 5.445  C68 1.090
79 H 4.351 -3.435 3.887  C70 1.090
80 H 5.948 -2.782 3.930  C70 1.090
81 H 5.032 -0.556 4.668  C71 1.090
82 H 3.403 -1.217 4.523  C71 1.090
83 H 4.473 -1.067 3.101  C71 1.090
84 H 3.529 -2.011 6.645  C72 1.090
85 H 3.070 -3.687 6.147  C72 1.090
86 H 4.010 -4.623 8.065  C73 1.090
87 H 4.883 -3.090 8.510  C73 1.090
88 H 3.138 -3.201 8.672  C73 1.090
89 C -7.447 -2.470 3.723  C90 1.493, H96 1.090, H97 1.090, H98 1.090
90 C -6.367 -3.073 2.887  C89 1.493, N91 1.511, H99 1.090, H100 1.090
91 N -5.162 -2.177 2.720  C90 1.511, C92 1.442, C94 1.433
92 C -5.469 -0.939 2.049  N91 1.442, C93 1.529, H101 1.090, H102 1.090
93 C -6.099 -1.130 0.669  C92 1.529, H103 1.090, H104 1.090, H105 1.090
94 C -4.432 -2.029 3.944  N91 1.433, C95 1.546, H106 1.090, H107 1.090
95 C -2.928 -1.776 3.689  C94 1.546, H108 1.090, H109 1.090, H110 1.090
96 H -8.088 -3.302 4.014  C89 1.090
97 H -8.008 -1.888 2.992  C89 1.090
98 H -7.130 -1.929 4.614  C89 1.090
99 H -6.175 -4.030 3.372  C90 1.090
100 H -6.800 -3.452 1.962  C90 1.090
101 H -6.183 -0.388 2.660  C92 1.090
102 H -4.523 -0.399 2.012  C92 1.090
103 H -5.447 -1.710 0.017  C93 1.090
104 H -7.033 -1.691 0.675  C93 1.090
105 H -6.248 -0.136 0.247  C93 1.090
106 H -4.485 -2.937 4.544  C94 1.090
107 H -4.941 -1.342 4.620  C94 1.090
108 H -2.768 -0.794 3.244  C95 1.090
109 H -2.502 -2.545 3.044  C95 1.090
110 H -2.437 -1.758 4.661  C95 1.090
111 C -3.995 5.533 4.667  C112 1.548, H118 1.090, H119 1.090, H120 1.090
112 C -3.168 4.279 4.294  C111 1.548, N113 1.455, H121 1.090, H122 1.090
113 N -4.009 3.098 4.168  C112 1.455, C114 1.474, C116 1.466
114 C -3.630 2.057 3.196  N113 1.474, C115 1.520, H123 1.090, H124 1.090
115 C -4.218 2.286 1.812  C114 1.520, H125 1.090, H126 1.090, H127 1.090
116 C -4.444 2.528 5.447  N113 1.466, C117 1.533, H128 1.090, H129 1.090
117 C -3.280 1.886 6.210  C116 1.533, H130 1.090, H131 1.090, H132 1.090
118 H -4.728 5.906 3.952  C111 1.090
119 H -3.336 6.387 4.825  C111 1.090
120 H -4.472 5.366 5.633  C111 1.090
121 H -2.584 4.462 3.392  C112 1.090
122 H -2.400 4.156 5.058  C112 1.090
123 H -2.558 1.864 3.191  C114 1.090
124 H -4.048 1.085 3.459  C114 1.090
125 H -5.249 1.948 1.717  C115 1.090
126 H -4.141 3.318 1.470  C115 1.090
127 H -3.704 1.720 1.036  C115 1.090
128 H -5.150 1.736 5.200  C116 1.090
129 H -4.930 3.266 6.085  C116 1.090
130 H -3.562 1.414 7.151  C117 1.090
131 H -2.483 2.591 6.448  C117 1.090
132 H -2.814 1.087 5.633  C117 1.090
133 C 2.795 -2.191 -3.296  C134 1.515, H140 1.090, H141 1.090, H142 1.090
134 C 4.192 -2.692 -3.599  C133 1.515, N135 1.484, H143 1.090, H144 1.090
135 N 5.237 -1.640 -3.541  C134 1.484, C136 1.505, C138 1.483
136 C 6.552 -2.301 -3.230  N135 1.505, C137 1.574, H145 1.090, H146 1.090
137 C 7.845 -1.407 -3.313  C136 1.574, H147 1.090, H148 1.090, H149 1.090
138 C 5.164 -0.716 -4.699  N135 1.483, C139 1.584, H150 1.090, H151 1.090
139 C 5.317 -1.464 -6.086  C138 1.584, H152 1.090, H153 1.090, H154 1.090
140 H 2.090 -2.984 -3.043  C133 1.090
141 H 2.354 -1.707 -4.167  C133 1.090
142 H 2.753 -1.433 -2.514  C133 1.090
143 H 4.314 -3.447 -2.822  C134 1.090
144 H 4.194 -3.289 -4.511  C134 1.090
145 H 6.432 -2.740 -2.239  C136 1.090
146 H 6.603 -3.161 -3.897  C136 1.090
147 H 7.749 -0.505 -2.709  C137 1.090
148 H 8.680 -2.042 -3.018  C137 1.090
149 H 8.172 -1.007 -4.273  C137 1.090
150 H 6.006 -0.042 -4.544  C138 1.090
151 H 4.230 -0.156 -4.752  C138 1.090
152 H 5.846 -0.857 -6.821  C139 1.090
153 H 4.344 -1.826 -6.419  C139 1.090
154 H 5.888 -2.386 -5.973  C139 1.090
155 C -4.650 -5.047 -0.501  C156 1.532, H162 1.090, H163 1.090, H164 1.090
156 C -5.777 -6.021 -0.145  C155 1.532, N157 1.480, H165 1.090, H166 1.090
157 N -7.118 -5.402 -0.240  C156 1.480, C158 1.495, C160 1.490
158 C -7.422 -4.858 -1.599  N157 1.495, C159 1.550, H167 1.090, H168 1.090
159 C -7.531 -5.954 -2.690  C158 1.550, H169 1.090, H170 1.090, H171 1.090
160 C -8.154 -6.379 0.199  N157 1.490, C161 1.532, H172 1.090, H173 1.090
161 C -8.082 -6.420 1.729  C160 1.532, H174 1.090, H175 1.090, H176 1.090
162 H -4.754 -4.494 -1.435  C155 1.090
163 H -3.659 -5.494 -0.419  C155 1.090
164 H -4.578 -4.272 0.262  C155 1.090
165 H -5.836 -6.910 -0.774  C156 1.090
166 H -5.471 -6.413 0.824  C156 1.090
167 H -6.664 -4.113 -1.839  C158 1.090
168 H -8.382 -4.341 -1.579  C158 1.090
169 H -8.168 -6.783 -2.381  C159 1.090
170 H -6.547 -6.352 -2.936  C159 1.090
171 H -8.031 -5.559 -3.574  C159 1.090
172 H -9.131 -6.003 -0.107  C160 1.090
173 H -7.977 -7.396 -0.150  C160 1.090
174 H -8.813 -7.064 2.217  C161 1.090
175 H -7.119 -6.679 2.170  C161 1.090
176 H -8.300 -5.413 2.082  C161 1.090
177 C 4.656 1.456 -8.878  C178 1.512, H184 1.090, H185 1.090, H186 1.090
178 C 4.075 1.839 -7.536  C177 1.512, N179 1.466, H187 1.090, H188 1.090
179 N 2.647 2.168 -7.527  C178 1.466, C180 1.448, C182 1.452
180 C 1.810 1.002 -7.717  N179 1.448, C181 1.550, H189 1.090, H190 1.090
181 C 1.824 0.065 -6.481  C180 1.550, H191 1.090, H192 1.090, H193 1.090
182 C 2.323 3.271 -8.413  N179 1.452, C183 1.526, H194 1.090, H195 1.090
183 C 1.034 3.924 -7.922  C182 1.526, H196 1.090, H197 1.090, H198 1.090
184 H 5.705 1.165 -8.819  C177 1.090
185 H 4.603 2.350 -9.499  C177 1.090
186 H 3.984 0.755 -9.373  C177 1.090
187 H 4.332 1.114 -6.763  C178 1.090
188 H 4.687 2.672 -7.190  C178 1.090
189 H 0.771 1.326 -7.772  C180 1.090
190 H 2.110 0.390 -8.567  C180 1.090
191 H 1.655 0.616 -5.556  C181 1.090
192 H 1.059 -0.708 -6.542  C181 1.090
193 H 2.735 -0.513 -6.328  C181 1.090
194 H 2.240 2.974 -9.459  C182 1.090
195 H 3.142 3.983 -8.514  C182 1.090
196 H 0.163 3.290 -7.756  C183 1.090
197 H 0.710 4.721 -8.590  C183 1.090
198 H 1.207 4.387 -6.950  C183 1.090
199 C -1.495 0.484 -4.438  C200 1.546, H206 1.090, H207 1.090, H208 1.090
200 C -1.607 -0.969 -3.920  C199 1.546, N201 1.486, H209 1.090, H210 1.090
201 N -2.682 -1.800 -4.523  C200 1.486, C202 1.473, C204 1.469
202 C -2.521 -3.179 -4.030  N201 1.473, C203 1.525, H211 1.090, H212 1.090
203 C -1.378 -3.881 -4.755  C202 1.525, H213 1.090, H214 1.090, H215 1.090
204 C -4.019 -1.313 -4.158  N201 1.469, C205 1.513, H216 1.090, H217 1.090
205 C -5.136 -2.031 -4.883  C204 1.513, H218 1.090, H219 1.090, H220 1.090
206 H -0.691 1.020 -3.935  C199 1.090
207 H -2.379 1.118 -4.370  C199 1.090
208 H -1.116 0.539 -5.458  C199 1.090
209 H -0.647 -1.468 -4.052  C200 1.090
210 H -1.695 -0.879 -2.837  C200 1.090
211 H -2.450 -3.149 -2.943  C202 1.090
212 H -3.393 -3.802 -4.231  C202 1.090
213 H -1.121 -4.881 -4.404  C203 1.090
214 H -1.584 -4.018 -5.817  C203 1.090
215 H -0.462 -3.295 -4.676  C203 1.090
216 H -4.103 -0.287 -4.517  C204 1.090
217 H -4.178 -1.414 -3.085  C204 1.090
218 H -4.944 -2.106 -5.953  C205 1.090
219 H -6.067 -1.485 -4.730  C205 1.090
220 H -5.352 -3.032 -4.510  C205 1.090
221 C 0.326 3.532 6.213  C222 1.543, H228 1.090, H229 1.090, H230 1.090
222 C 0.552 2.731 4.913  C221 1.543, N223 1.438, H231 1.090, H232 1.090
223 N 1.757 1.946 4.877  C222 1.438, C224 1.490, C226 1.488
224 C 2.966 2.816 4.920  N223 1.490, C225 1.521, H233 1.090, H234 1.090
225 C 4.230 2.124 4.433  C224 1.521, H235 1.090, H236 1.090, H237 1.090
226 C 1.789 0.917 5.952  N223 1.488, C227 1.510, H238 1.090, H239 1.090
227 C 0.887 -0.242 5.601  C226 1.510, H240 1.090, H241 1.090, H242 1.090
228 H -0.387 4.334 6.021  C221 1.090
229 H 1.259 3.958 6.583  C221 1.090
230 H 0.003 2.898 7.039  C221 1.090
231 H -0.302 2.138 4.588  C222 1.090
232 H 0.648 3.428 4.081  C222 1.090
233 H 2.821 3.658 4.244  C224 1.090
234 H 3.202 3.162 5.927  C224 1.090
235 H 4.165 1.595 3.482  C225 1.090
236 H 4.989 2.894 4.296  C225 1.090
237 H 4.589 1.441 5.203  C225 1.090
238 H 1.490 1.350 6.906  C226 1.090
239 H 2.761 0.424 5.937  C226 1.090
240 H 0.800 -1.037 6.341  C227 1.090
241 H 1.244 -0.714 4.685  C227 1.090
242 H -0.142 0.081 5.441  C227 1.090
243 C 0.411 7.844 -1.128  C244 1.535, H250 1.090, H251 1.090, H252 1.090
244 C 0.574 6.479 -0.446  C243 1.535, N245 1.510, H253 1.090, H254 1.090
245 N 0.055 5.320 -1.263  C244 1.510, C246 1.456, C248 1.490
246 C 0.006 4.138 -0.413  N245 1.456, C247 1.547, H255 1.090, H256 1.090
247 C -1.175 4.199 0.585  C246 1.547, H257 1.090, H258 1.090, H259 1.090
248 C 0.801 5.153 -2.541  N245 1.490, C249 1.542, H260 1.090, H261 1.090
249 C 0.136 4.129 -3.484  C248 1.542, H262 1.090, H263 1.090, H264 1.090
250 H 0.679 8.621 -0.412  C243 1.090
251 H -0.516 8.096 -1.644  C243 1.090
252 H 1.166 7.963 -1.905  C243 1.090
253 H 1.610 6.286 -0.167  C244 1.090
254 H -0.021 6.554 0.464  C244 1.090
255 H 0.935 4.019 0.144  C246 1.090
256 H 0.068 3.201 -0.966  C246 1.090
257 H -2.102 4.168 0.012  C247 1.090
258 H -1.113 5.080 1.224  C247 1.090
259 H -1.063 3.287 1.172  C247 1.090
260 H 0.913 6.074 -3.114  C248 1.090
261 H 1.834 4.854 -2.364  C248 1.090
262 H 0.459 3.151 -3.128  C249 1.090
263 H -0.953 4.075 -3.481  C249 1.090
264 H 0.480 4.399 -4.483  C249 1.090
265 C -1.051 -0.102 0.337  C266 1.501, H270 1.090, H271 1.090, H272 1.090
266 C 0.279 0.341 -0.201  C265 1.501, O267 1.249, N268 1.357
267 O 0.487 0.248 -1.428  C266 1.249
268 N 1.319 0.745 0.571  C266 1.357, C269 1.430, H273 1.010
269 C 1.187 0.828 1.993  N268 1.430, H274 1.090, H275 1.090, H276 1.090
270 H -1.536 0.833 0.618  C265 1.090
271 H -1.061 -0.711 1.241  C265 1.090
272 H -1.701 -0.538 -0.421  C265 1.090
273 H 2.210 0.886 0.117  N268 1.010
274 H 0.470 1.627 2.180  C269 1.090
275 H 2.167 1.059 2.412  C269 1.090
276 H 0.786 -0.125 2.337  C269 1.090
277 C 10.860 2.787 3.865  C278 1.523, H282 1.090, H283 1.090, H284 1.090
278 C 9.568 2.574 3.086  C277 1.523, O279 1.236, N280 1.320
279 O 9.159 3.531 2.419  C278 1.236
280 N 8.940 1.423 3.230  C278 1.320, C281 1.464, H285 1.010
281 C 7.698 1.047 2.551  N280 1.464, H286 1.090, H287 1.090, H288 1.090
282 H 11.421 3.465 3.223  C277 1.090
283 H 11.507 1.918 3.984  C277 1.090
284 H 10.741 3.326 4.805  C277 1.090
285 H 9.387 0.717 3.797  N280 1.010
286 H 6.836 1.590 2.939  C281 1.090
287 H 7.514 -0.027 2.546  C281 1.090
288 H 7.879 1.328 1.514  C281 1.090